Record 1
Computed, not measured: 10 unconnected molecules or ions with the total composition C28H79N3O10, with the ωB97M-V functional and the def2-TZVPD basis.

The geometry in XYZ format:
```
120
Properties=species:S:1:pos:R:3
O 12.107 21.202 10.061
O 11.876 14.246 11.931
O 6.379 9.226 10.244
O 10.198 11.734 12.309
O 14.423 14.674 10.862
O 12.957 19.627 12.384
O 9.693 16.972 15.802
O 14.378 12.497 16.649
O 7.386 12.222 6.798
O 7.651 18.733 10.291
N 7.393 11.620 12.902
N 7.757 14.708 7.740
N 7.067 16.293 15.380
C 12.477 20.320 13.517
C 6.738 11.161 11.679
C 7.092 16.730 13.028
C 15.257 14.609 12.028
C 8.692 20.228 11.699
C 7.186 12.237 10.664
C 12.701 12.981 15.142
C 14.918 11.865 14.485
C 12.267 10.589 11.786
C 13.579 21.300 14.011
C 10.864 10.444 12.344
C 7.995 16.429 14.260
C 9.895 15.070 11.041
C 6.798 7.901 9.897
C 8.402 19.911 10.246
C 9.082 17.450 14.625
C 12.144 20.090 9.179
C 14.241 12.940 15.294
C 10.824 17.755 16.282
C 8.686 14.201 6.680
C 11.825 16.616 11.816
C 10.045 14.808 6.923
C 8.794 12.654 6.763
C 16.387 15.647 11.911
C 11.008 15.324 12.028
C 13.558 19.488 9.243
C 7.321 10.859 7.229
C 7.160 9.772 11.289
H 17.001 15.625 12.811
H 12.769 9.631 11.648
H 12.299 11.976 15.273
H 13.563 19.019 10.227
H 6.372 15.587 15.184
H 11.306 17.383 17.186
H 6.267 10.587 7.171
H 6.387 15.930 12.798
H 13.738 18.670 8.546
H 9.135 15.850 10.993
H 11.526 21.855 9.664
H 6.513 17.640 13.186
H 6.664 7.338 10.821
H 10.547 18.794 16.457
H 9.392 12.361 7.626
H 7.833 20.727 9.799
H 7.765 16.908 12.189
H 7.796 20.436 12.284
H 12.264 11.154 10.854
H 7.022 14.035 7.905
H 9.251 11.683 12.457
H 14.673 13.941 15.272
H 13.730 11.802 16.782
H 15.992 11.927 14.659
H 7.800 7.824 9.475
H 7.862 10.205 6.546
H 9.374 21.055 11.892
H 9.811 17.504 13.816
H 13.765 22.014 13.209
H 12.381 13.290 14.147
H 6.680 12.079 9.711
H 6.969 13.263 10.961
H 14.352 20.236 9.229
H 7.590 18.291 9.441
H 10.327 14.946 10.048
H 9.315 19.758 9.672
H 15.884 16.614 11.923
H 8.504 15.494 14.025
H 8.201 9.818 10.972
H 11.592 17.792 15.509
H 16.895 15.530 10.954
H 12.431 16.590 10.910
H 12.874 11.077 12.549
H 10.917 10.143 13.390
H 12.476 16.735 12.682
H 11.405 13.411 11.985
H 14.664 10.854 14.803
H 9.996 15.892 7.021
H 7.609 16.001 16.181
H 10.739 14.725 6.087
H 5.667 11.260 11.856
H 11.452 19.326 9.532
H 14.640 12.046 13.447
H 13.513 14.780 11.148
H 9.381 14.123 11.204
H 14.696 14.818 12.939
H 8.728 18.466 14.802
H 12.241 19.636 14.332
H 9.237 12.313 5.827
H 14.453 20.680 14.212
H 10.286 9.735 11.753
H 13.338 21.957 14.847
H 10.558 14.340 7.764
H 11.148 17.445 11.612
H 7.167 9.163 12.193
H 12.667 20.115 11.609
H 6.122 7.435 9.180
H 11.782 20.327 8.178
H 7.012 12.546 13.035
H 7.068 11.067 13.681
H 8.220 14.460 5.729
H 8.299 14.842 8.582
H 11.591 20.886 13.229
H 15.628 13.585 12.020
H 9.176 19.359 12.145
H 8.261 12.180 10.494
H 10.594 15.363 13.036
H 7.702 10.778 8.247
H 12.255 13.612 15.911
```

Summary:
- HOMO-LUMO gap: 9.6 eV
- HOMO energy: -9.105 eV
- LUMO level: 0.48 eV
- Charge: 0
- Total energy: -2030.72824 Ha
- Structure (SMILES): COC[C@H](C)N.COC[C@H](C)N.COC[C@H](C)N.CC(C)O.CC(C)O.CCO.CCO.CCO.CCO.CCO
- Strongest force on any atom: 3.00 eV/A

=====

Record 2
Computed, not measured: 10 unconnected molecules or ions with the total composition C28H81BF4N7O9, with the ωB97M-V functional and the def2-TZVPD basis.

The geometry in XYZ format:
```
130
Properties=species:S:1:pos:R:3
F 1.288 -0.308 1.517
F -0.188 1.367 1.231
F -0.894 -0.694 1.869
F 0.002 -0.347 -0.228
O -2.960 -4.853 2.076
O 0.864 5.298 -0.797
O -1.108 -0.645 4.898
O -2.030 -3.577 -2.543
O 2.586 -1.034 3.828
O 0.992 2.694 -4.823
O -4.247 0.383 -1.322
O 0.721 4.148 5.024
O 5.360 -1.039 -0.799
N 2.076 -2.584 -0.394
N 2.448 2.081 2.506
N 0.348 -3.262 2.088
N -1.002 2.743 -1.652
N 3.811 3.926 1.047
N 1.618 -4.415 -2.825
N -7.428 -1.380 -2.088
C 0.316 3.209 -3.672
C -0.669 0.839 -3.071
C -5.415 -0.418 -1.118
C 3.470 3.012 4.495
C -0.911 -3.969 4.096
C 3.061 3.056 -1.016
C -0.603 -3.324 -2.636
C 5.582 0.338 -1.162
C -0.045 2.143 -2.579
C -3.657 -5.275 0.916
C 3.188 -2.048 -1.185
C 2.328 2.366 -4.633
C 1.101 3.636 3.748
C 1.530 4.747 0.367
C -2.021 -3.828 1.766
C -6.519 0.390 -3.353
C 2.663 -1.214 -2.344
C -0.735 -4.072 2.566
C 0.139 -5.520 -1.276
C 2.172 2.563 3.805
C 0.183 -4.648 -2.636
C -6.200 -0.752 -2.448
C -2.702 -2.432 -2.059
C 4.129 -1.266 -0.174
C -0.375 5.912 -0.465
C 2.983 4.266 -0.066
C 0.007 3.236 5.846
C -3.569 0.626 -0.135
B 0.047 0.021 1.148
H -7.854 -0.764 -1.410
H -5.656 -1.545 -2.960
H -0.913 -5.681 -1.039
H 5.589 0.944 -0.256
H -5.675 0.873 -3.845
H 1.532 5.416 1.228
H -0.102 3.765 6.793
H -0.827 2.115 -0.881
H -5.163 -1.367 -0.645
H -1.502 -3.088 4.346
H 0.705 4.157 -3.300
H 1.935 -3.870 -2.036
H -0.937 6.245 -1.337
H -0.410 -5.101 2.414
H -3.059 1.589 -0.130
H 0.694 -3.602 1.202
H -1.426 -4.845 4.488
H 4.128 3.034 -1.236
H 0.760 1.713 -1.982
H -0.609 3.455 -4.193
H -4.348 -6.098 1.103
H 1.895 -1.811 -2.835
H 2.043 -0.445 -1.885
H -8.129 -1.551 -2.795
H 1.716 -3.951 -3.717
H -2.700 -1.543 -2.690
H -0.931 0.278 -2.174
H 6.557 0.444 -1.636
H 3.775 4.620 1.780
H 0.603 -6.502 -1.359
H 3.451 5.158 -0.481
H -2.812 -0.091 0.182
H 3.691 -2.896 -1.650
H 3.391 -0.703 -2.974
H 0.461 2.268 6.060
H -4.231 -4.498 0.411
H 4.842 0.724 -1.864
H 3.013 1.266 2.697
H -1.317 -0.552 3.969
H -0.175 -2.710 -1.844
H -7.101 0.141 -4.241
H 3.301 3.349 5.518
H 1.705 1.734 4.337
H 1.264 -1.983 -0.402
H 2.878 3.272 -4.377
H -2.383 -2.881 2.166
H 0.024 -3.893 4.651
H -1.110 5.253 -0.002
H 0.227 3.255 3.220
H 1.476 4.468 3.152
H -0.496 3.563 -1.349
H 4.268 2.270 4.451
H -0.114 -2.384 1.897
H -2.934 -5.687 0.214
H 2.102 -0.929 3.008
H 3.371 3.108 1.444
H 1.002 3.849 0.690
H -6.148 -0.020 -0.417
H 0.071 0.306 -3.667
H 3.618 -0.393 0.233
H 0.539 -5.034 -0.386
H 4.279 -1.989 0.627
H -3.728 -2.800 -2.037
H 2.771 1.982 -5.552
H -0.368 -5.199 -3.398
H 2.434 1.617 -3.848
H -1.833 -3.591 0.719
H 2.548 3.302 -1.945
H 2.762 -1.973 3.884
H -6.998 1.202 -2.806
H 2.527 2.195 -0.614
H 2.427 -2.655 0.551
H -0.216 6.735 0.231
H -1.502 1.022 -3.750
H -1.000 3.023 5.489
H -1.953 -0.580 5.342
H 3.863 3.871 3.951
H -4.172 0.709 0.769
H -0.374 -2.772 -3.547
H -2.406 -2.222 -1.031
H 1.638 1.813 1.966
```

Summary:
- HOMO-LUMO gap: 8.6 eV
- HOMO energy: -6.132 eV
- LUMO level: 2.49 eV
- Charge: -1
- Total energy: -2600.31969 Ha
- ΔE to the lowest compared entry with this formula, charge and spin: 0.0 kcal per mole
- Strongest force on any atom: 2.80 eV/A

=====

Record 3
Computed, not measured: 9 unconnected molecules or ions with the total composition C28H81N7O9, with the ωB97M-V functional and the def2-TZVPD basis.

The geometry in XYZ format:
```
125
Properties=species:S:1:pos:R:3
O -5.306 -13.756 5.053
O -4.211 -20.978 9.137
O -8.554 -21.794 8.274
O -9.631 -16.768 10.082
O -11.572 -17.590 7.969
O -4.392 -19.179 4.090
O -7.413 -17.704 8.627
O -9.255 -15.428 4.858
O -5.110 -13.713 10.531
N -6.936 -15.005 8.134
N -8.974 -25.396 7.597
N -3.742 -18.474 11.769
N -11.366 -13.626 4.610
N -6.370 -19.815 7.162
N -15.110 -16.638 8.194
N -6.181 -16.266 11.590
C -4.843 -14.327 11.776
C -10.101 -15.162 5.973
C -4.987 -18.740 5.305
C -3.498 -18.113 9.379
C -8.784 -16.867 4.816
C -3.540 -18.132 3.634
C -10.834 -18.748 7.675
C -3.931 -13.093 10.016
C -5.822 -15.385 13.882
C -5.863 -14.530 4.038
C -6.817 -14.184 6.958
C -12.941 -17.832 8.139
C -6.989 -20.218 4.790
C -5.844 -19.936 5.785
C -7.296 -12.680 7.189
C -3.644 -22.273 8.898
C -9.147 -23.993 7.316
C -3.692 -20.405 10.348
C -8.657 -23.209 8.584
C -10.618 -13.697 5.902
C -5.386 -14.290 6.355
C -10.637 -23.625 7.018
C -13.240 -15.630 9.273
C -6.016 -15.070 12.427
C -8.193 -21.166 9.532
C -4.161 -18.984 10.407
C -11.362 -13.227 7.105
C -13.708 -16.458 8.103
H -10.976 -15.835 6.067
H -7.268 -16.786 8.250
H -6.937 -14.435 3.988
H -9.772 -13.033 5.721
H -13.728 -14.673 9.428
H -6.293 -14.572 8.794
H -9.446 -23.351 9.327
H -6.883 -14.438 12.251
H -3.011 -13.690 9.920
H -10.789 -14.089 3.900
H -12.220 -14.169 4.657
H -9.614 -15.317 6.950
H -5.628 -17.883 5.058
H -4.481 -13.636 12.532
H -7.990 -20.104 9.372
H -4.261 -18.416 6.066
H -10.672 -13.274 7.941
H -11.150 -24.276 6.305
H -4.066 -15.094 11.626
H -4.562 -13.887 6.959
H -4.233 -12.706 9.046
H -5.238 -18.948 10.226
H -6.637 -15.834 14.452
H -10.606 -22.621 6.550
H -12.155 -13.950 7.343
H -8.054 -16.807 4.050
H -4.053 -19.198 12.426
H -13.136 -18.380 9.075
H -8.017 -25.621 7.320
H -6.860 -12.326 8.117
H -4.236 -22.694 8.110
H -9.801 -18.426 7.754
H -12.167 -15.441 9.238
H -13.238 -18.537 7.326
H -2.603 -20.499 10.279
H -15.445 -16.760 9.127
H -6.977 -20.613 7.352
H -8.373 -12.563 7.130
H -5.717 -14.418 14.363
H -5.238 -15.411 6.318
H -9.119 -21.188 10.132
H -11.354 -23.543 7.827
H -7.396 -21.643 10.105
H -10.920 -19.563 8.381
H -6.843 -12.120 6.376
H -11.696 -12.226 6.939
H -3.791 -12.224 10.648
H -2.801 -17.843 4.365
H -8.894 -17.180 9.618
H -10.344 -16.776 9.433
H -3.651 -22.933 9.756
H -3.992 -21.002 11.207
H -7.040 -16.786 11.779
H -4.931 -15.973 14.022
H -5.500 -14.126 3.087
H -6.601 -20.005 3.803
H -6.245 -16.061 10.604
H -3.645 -18.541 8.377
H -3.048 -18.466 2.725
H -7.698 -23.623 8.962
H -8.633 -23.653 6.399
H -6.880 -18.353 8.096
H -5.571 -19.948 7.796
H -13.350 -16.104 10.257
H -15.434 -17.388 7.594
H -4.187 -17.276 3.369
H -3.784 -17.061 9.277
H -9.604 -25.906 6.962
H -7.300 -21.276 4.776
H -10.943 -19.032 6.629
H -7.389 -14.636 6.148
H -5.523 -15.558 4.204
H -7.852 -19.575 4.965
H -8.494 -17.183 5.815
H -2.634 -22.203 8.446
H -13.430 -15.846 7.236
H -4.368 -17.679 11.942
H -9.695 -17.339 4.515
H -7.865 -14.890 8.493
H -2.430 -18.115 9.542
H -5.208 -20.835 5.702
```

Summary:
- HOMO-LUMO gap: 9.4 eV
- HOMO energy: -8.879 eV
- LUMO level: 0.56 eV
- Charge: 0
- Total energy: -2175.70882 Ha
- ΔE to the lowest compared entry with this formula, charge and spin: 29.2 kcal per mole
- Structure (SMILES): COC[C@H](C)N.COC[C@H](C)N.COC[C@H](C)N.COC[C@H](C)N.COC[C@H](C)N.COC[C@H](C)N.COC[C@H](C)N.O.O
- Strongest force on any atom: 3.84 eV/A

=====

Q: Which formula does entry 1 have?
A: C28H79N3O10

=====

Q: Look up the charge of the second one.
A: -1

=====

Q: The highest HOMO energy belongs to which entry?
A: C28H81BF4N7O9